Record 1
55
Properties=species:S:1:pos:R:3:lowdin_charge:R:1 method="wB97M-V/def2-TZVPD" gap_ev="4.0 / 4.4" charge=-1
Br 0.6652 3.2053 -4.6720 0.62
Br 0.6564 -5.5830 -3.3235 0.62
Ca -0.8331 -0.5025 0.7416 1.38
N -0.9768 -0.8067 -1.5790 -0.15
N 1.2818 2.5096 4.2562 -0.28
N -0.9895 -2.5993 -0.1039 -0.11
N -0.6387 1.2871 -0.5995 -0.11
C 3.1655 0.5565 2.8793 -0.08
C 2.0646 3.5852 3.6960 -0.11
C 4.0135 -0.3284 2.2329 -0.12
C -0.1885 -4.3690 -2.1117 -0.71
C 2.1124 -1.3159 1.1757 -0.17
C -3.3554 -0.7174 -4.4420 -0.09
C -0.2932 0.4466 -1.6691 -0.32
C -0.0660 2.3389 -3.1079 -0.68
C -2.1856 -0.8734 -3.7412 -0.02
C -0.6298 -2.1471 -1.3718 -0.36
C -0.6429 3.1567 -2.0957 -0.16
C -0.8426 2.5755 -0.8715 -0.20
C -3.3663 -0.3809 -1.6959 -0.02
C -1.0467 -3.9298 0.0717 -0.20
C -4.5435 -0.3967 -3.7874 -0.10
C -2.1628 -0.7091 -2.3450 -0.21
C 1.2299 -0.4409 1.8054 -0.24
C 3.4863 -1.2684 1.3722 -0.12
C 1.7944 0.5161 2.6651 -0.27
C 1.7808 2.0148 5.5160 -0.11
C 0.1198 1.0058 -2.8977 -0.11
C -0.1758 -3.0107 -2.3554 -0.09
C -0.6903 -4.8530 -0.8676 -0.16
C 0.8301 1.5002 3.3168 -0.20
C -4.5365 -0.2291 -2.4074 -0.10
H 1.5767 3.9385 2.7888 0.08
H 4.1391 -1.9583 0.8518 0.09
H 1.0805 1.2758 5.9044 0.08
H -3.3526 -0.2336 -0.6165 0.09
H 5.0813 -0.2713 2.4034 0.09
H 0.1681 -2.6135 -3.3010 0.10
H 2.7745 1.5477 5.4673 0.07
H 0.0588 0.9140 3.8411 0.11
H 2.0957 4.4071 4.4161 0.08
H -0.7885 -5.9112 -0.6876 0.08
H -5.4561 -0.2734 -4.3540 0.09
H 0.3261 2.0392 2.5024 0.10
H 1.7210 -2.0769 0.5009 0.07
H -3.3484 -0.8470 -5.5156 0.10
H 3.0998 3.3184 3.4423 0.07
H 0.5722 0.3737 -3.6523 0.10
H 1.8333 2.8475 6.2219 0.08
H 3.6135 1.2819 3.5429 0.07
H -1.2751 -1.1258 -4.2661 0.11
H -1.4053 -4.2535 1.0457 0.09
H -0.8885 4.1895 -2.2875 0.07
H -1.2028 3.1775 -0.0387 0.10
H -5.4598 0.0170 -1.8934 0.10

***

Record 2
60
Properties=species:S:1:pos:R:3:lowdin_charge:R:1 method="wB97M-V/def2-TZVPD" gap_ev="6.4 / 6.5" charge=+2
I 2.3658 -4.3672 -0.1768 1.04
Mo -0.3722 0.0187 -0.1460 1.75
Cl 5.3373 -1.3270 -3.9388 0.79
O 0.6783 -1.5383 -0.4073 -0.30
O -1.9501 -0.0992 -1.6800 -0.35
N -0.4513 -0.4253 3.1715 0.15
N -0.8046 1.9071 0.0044 -0.05
N 0.9454 0.5039 1.4851 -0.03
N 0.4375 6.2759 1.0337 0.19
N -1.4737 -1.2566 1.1984 -0.03
N 1.0869 0.5691 -1.7426 -0.02
N -0.4889 4.2937 -0.1097 0.18
C -1.6374 -0.4506 -3.0706 -0.20
C 2.0157 -0.4117 -1.9249 -0.18
C 2.5957 1.5176 3.4827 0.00
C -2.9663 -3.1311 1.3382 -0.01
C 1.7999 -1.5775 -1.1639 -0.40
C -2.2879 -2.1847 0.6257 -0.11
C 2.0729 1.2125 1.1908 -0.10
C 3.1926 0.9017 -3.5463 0.03
C -0.6254 3.1007 0.0127 -0.25
C 2.9128 1.7260 2.1360 -0.02
C -1.0303 -1.8249 -3.1533 -0.04
C -3.0792 0.8466 -1.5970 -0.22
C 0.0036 5.3407 0.5234 -0.29
C 1.4756 0.7996 3.8006 0.03
C 2.6559 -2.6395 -1.2572 -0.65
C 0.6638 0.2897 2.7729 -0.25
C 1.1968 1.6746 -2.4625 -0.09
C -3.7932 0.7715 -0.2734 -0.07
C -2.8102 -3.1494 2.7269 0.00
C 2.2384 1.8758 -3.3785 0.00
C 3.0949 -0.2925 -2.8085 -0.15
C 3.9831 -1.4091 -2.8849 -0.58
C -1.2904 -1.3099 2.5218 -0.25
C 3.7674 -2.5331 -2.1369 -0.13
C -1.9683 -2.2433 3.3187 0.03
H -0.1022 -1.9231 -2.5915 0.05
H -2.3666 -2.1191 -0.4494 0.10
H -3.7594 0.5816 -2.4039 0.13
H 0.4414 2.4362 -2.3172 0.11
H 3.2277 1.9140 4.2658 0.13
H 1.2065 0.6156 4.8317 0.13
H -1.7332 -2.5817 -2.8050 0.09
H 4.0111 1.0391 -4.2402 0.12
H -3.1604 1.0389 0.5735 0.05
H 2.2743 2.8002 -3.9361 0.13
H -4.2247 -0.2134 -0.1045 0.08
H 2.2606 1.3598 0.1395 0.10
H -0.9982 0.3313 -3.4830 0.12
H -2.5821 -0.4315 -3.6116 0.13
H 4.4519 -3.3655 -2.2200 0.11
H -2.6830 1.8429 -1.7958 0.12
H -0.5234 -0.4967 4.1748 0.15
H -3.3299 -3.8804 3.3309 0.13
H -1.8007 -2.2547 4.3871 0.13
H 3.7891 2.2812 1.8371 0.13
H -3.6042 -3.8371 0.8280 0.13
H -4.6125 1.4911 -0.2957 0.10
H -0.8032 -2.0453 -4.1966 0.11

***

Record 3
53
Properties=species:S:1:pos:R:3:lowdin_charge:R:1 method="wB97M-V/def2-TZVPD" spin_multiplicity=6 gap_ev="6.6 / 6.7"
Ru -1.5625 0.6745 2.1944 1.08
Cl -2.2628 -1.3271 1.5063 -0.05
P 0.1715 -0.4097 -0.6944 1.03
O -1.7641 1.2542 5.0729 -0.17
O -0.7755 -0.7520 4.4883 -0.02
C 4.0497 2.0934 -1.1983 -0.09
C -1.7665 -0.7670 -2.6389 -0.11
C -1.2828 0.3234 4.1943 -0.57
C 2.9928 -0.0950 -1.1664 -0.08
C -2.2692 2.0997 0.6342 -0.23
C 0.2973 0.1784 -3.5177 -0.08
C -1.5472 1.0046 6.4984 -0.04
C -3.4387 1.8653 1.4633 -0.19
C 2.8114 2.6875 -0.9249 -0.09
C 4.1267 0.7057 -1.3247 -0.08
C -1.8153 2.8469 2.8063 -0.22
C 0.7958 -2.1418 -0.7273 -0.38
C 1.8912 -4.7310 -0.5699 -0.09
C -0.4553 -0.2861 -2.4249 -0.38
C 1.4780 -4.2080 -1.7958 -0.09
C -1.2681 2.7465 1.4753 -0.21
C -0.2589 0.1653 -4.7993 -0.09
C 1.7485 -3.9518 0.5842 -0.08
C -1.5535 -0.3082 -5.0180 -0.09
C -2.2977 -0.7790 -3.9294 -0.09
C 1.7540 0.5037 -0.8831 -0.39
C 1.1939 -2.6738 0.5196 -0.11
C 0.9348 -2.9245 -1.8865 -0.08
C 1.6661 1.9099 -0.7717 -0.11
C -3.1507 2.3259 2.7845 -0.18
H -1.3586 3.3533 3.6313 0.10
H -4.3862 1.4691 1.1350 0.10
H -1.2590 -0.0367 6.6737 0.08
H 2.3156 -5.7405 -0.5124 0.11
H 1.5699 -4.8096 -2.7038 0.10
H 4.9485 2.7112 -1.3096 0.11
H 1.0644 -2.0861 1.4317 0.10
H -0.7635 1.6874 6.8418 0.09
H 2.7382 3.7713 -0.8214 0.10
H 0.3325 0.5419 -5.6366 0.10
H 2.0645 -4.3498 1.5477 0.10
H 5.0860 0.2289 -1.5395 0.11
H 1.3194 0.5458 -3.3811 0.11
H -3.8550 2.3331 3.6101 0.11
H -0.3137 3.1207 1.1634 0.08
H 3.0795 -1.1801 -1.2722 0.11
H -2.3573 -1.1403 -1.7980 0.09
H -2.4980 1.2361 6.9834 0.09
H -3.3090 -1.1508 -4.0886 0.10
H -2.2050 1.9233 -0.4320 0.09
H 0.6247 -2.5409 -2.8644 0.10
H -1.9812 -0.3068 -6.0273 0.10
H 0.7006 2.3898 -0.5818 0.08

***

Record 4
67
Properties=species:S:1:pos:R:3:lowdin_charge:R:1 method="wB97M-V/def2-TZVPD" gap_ev=6.5 charge=+1
S 2.6878 -0.7404 -1.2921 0.84
F 3.4587 6.3855 0.9082 0.08
F -1.7601 1.2856 5.0504 0.10
F 1.3684 6.9625 0.2116 0.07
F -3.5806 2.1758 1.8490 0.11
F -2.3340 3.5316 3.2117 0.11
F -0.7933 -0.7971 3.4691 0.09
F -2.2820 3.1804 -2.9689 0.00
F -0.7830 2.0139 1.0987 0.04
F 0.2608 2.2428 3.2271 0.05
F -4.2409 2.5714 3.9886 0.09
F -3.3978 0.0891 4.0212 0.08
F 3.0680 7.0889 -1.2957 0.11
F -1.9925 -0.2013 1.6034 0.06
O -0.1143 -3.7550 0.2308 0.04
O -1.5042 -8.8734 0.1769 0.13
O -0.5415 1.7857 -3.9021 0.04
O 1.1477 3.0852 -4.7566 0.13
N 2.4211 3.7706 0.3273 0.16
C 1.1637 0.3368 -1.5848 -0.40
C -2.6172 0.7496 -2.9968 -0.12
C 2.1394 -2.4704 -0.9072 -0.52
C 0.5824 2.6356 -3.7208 -0.32
C 2.3878 1.3726 1.3119 -0.11
C 1.6074 4.5366 -2.0233 0.16
C -0.4350 -4.9333 0.2179 -0.36
C 2.5833 6.3223 -0.2170 -0.34
C -0.1564 1.3134 2.2000 -0.25
C 1.1365 0.4831 1.7690 -0.06
C 3.2375 -3.2173 0.0427 -0.16
C 2.0964 2.3658 0.0963 -0.02
C -3.0897 2.3417 3.1610 -0.31
C -1.2531 -6.9004 1.4308 0.04
C -0.3669 -5.7329 -1.0226 0.02
C -1.5338 1.9571 -2.8681 -0.30
C -1.1853 -7.7013 0.1898 -0.38
C -0.9047 -5.6130 1.4428 0.03
C 2.2092 4.8218 -0.6347 0.00
C -1.3232 0.3237 2.7673 -0.20
C 1.2371 3.0396 -2.3276 0.06
C 1.4914 1.8879 -1.2835 -0.04
C -0.7151 -7.0202 -1.0357 0.04
C -2.3533 1.0498 3.7640 -0.18
C -3.5200 0.8189 -1.6376 -0.10
H 2.7131 -3.6504 0.9782 0.08
H 2.8181 4.0390 1.2462 0.17
H 1.4792 -0.0972 2.7116 0.16
H 0.2610 -0.0011 -0.9665 0.09
H -3.1383 0.0839 -0.8312 0.07
H 0.8037 -0.3107 1.0193 0.11
H 3.6997 -4.1363 -0.4873 0.08
H -0.9488 -5.0113 2.3421 0.12
H 1.4064 5.3118 -2.8362 0.15
H 2.0255 -3.1475 -1.8347 0.09
H -3.5161 1.8742 -1.1689 0.08
H 4.1003 -2.5154 0.3267 0.06
H 2.8013 1.9706 2.2147 0.14
H 1.1495 -2.4931 -0.3048 0.04
H -2.0318 -0.2464 -2.9065 0.12
H 3.2464 0.6480 1.0291 0.11
H -1.5987 -7.4138 2.3194 0.13
H -4.5983 0.5054 -1.8595 0.09
H -0.6708 -7.6214 -1.9353 0.13
H -1.1333 1.8951 -1.7998 0.14
H -0.0213 -5.2190 -1.9112 0.12
H -3.2379 0.8110 -3.9502 0.13
H 0.8844 0.1553 -2.6876 0.10

***

Record 5
67
Properties=species:S:1:pos:R:3:lowdin_charge:R:1 method="wB97M-V/def2-TZVPD" gap_ev="5.7 / 6.3" charge=-2
Tl -0.3330 -0.7983 -0.4588 0.38
Se -3.3092 -1.0056 -0.9288 0.59
S -1.6228 1.0204 2.0374 0.65
S 2.3839 -0.5145 -0.7858 0.61
S -0.3513 0.2620 -2.7623 0.56
F -3.7997 -2.7000 -4.0223 0.10
F -5.0221 -5.5485 -2.8906 0.07
F -6.4444 -2.4234 -1.9490 0.08
F -1.9892 -4.8347 -1.8030 0.09
F -4.4655 -4.5180 0.1795 0.09
O 1.3058 -0.6961 2.2605 -0.23
O -1.9639 -0.2349 2.7063 -0.56
N 4.7195 1.3495 -2.9164 0.13
N -0.8947 1.0644 0.7505 -0.48
N 2.8295 3.4982 0.9456 0.03
N 1.5359 5.1921 1.3568 0.02
N 2.7225 4.7239 1.5021 -0.07
N 0.8329 4.2654 0.6935 -0.10
N 1.6383 2.2659 -5.0804 0.14
C -0.0997 -5.3209 1.5476 -0.12
C -0.2403 4.1294 -2.1775 -0.07
C 3.2120 -1.3077 3.5345 -0.16
C -0.2615 -2.7844 0.3996 -0.31
C 1.7447 0.4463 2.9798 -0.22
C 2.3890 0.4576 -2.2202 -0.78
C 1.3070 0.7699 -2.9965 -0.75
C -1.1023 -4.4404 1.9343 -0.09
C 3.6748 0.9662 -2.6188 -0.31
C 1.6423 3.2235 0.4583 -0.17
C -5.7968 -3.5502 -1.6504 -0.04
C -1.1855 -3.1772 1.3618 -0.13
C 0.0768 6.4332 -1.2105 -0.09
C -3.6937 -3.4403 -2.9063 -0.26
C -4.8087 -4.2835 -2.4205 -0.23
C 0.7395 -3.6686 0.0130 -0.16
C 0.8205 -4.9344 0.5836 -0.11
C 2.1476 -1.8110 2.5556 -0.21
C 1.4982 1.5916 -4.1558 -0.32
C -0.6765 5.1103 -1.0979 -0.41
C -3.4433 -2.8458 -1.3884 -0.60
C -0.5489 4.4981 0.2995 -0.12
C 3.2166 0.1963 3.2637 -0.16
C -4.5521 -3.7733 -0.9437 -0.30
C -2.4795 -3.6330 -2.1388 -0.10
H 0.8279 3.9110 -2.0934 0.08
H 1.5705 1.3257 2.3626 0.09
H 3.5976 0.7905 4.0949 0.11
H 1.4704 -3.3657 -0.7289 0.07
H -1.0532 3.5346 0.3457 0.09
H 1.5387 -2.6236 2.9608 0.12
H 4.1802 -1.7797 3.3649 0.10
H -1.9638 -2.4900 1.6719 0.07
H 2.9107 -1.5063 4.5666 0.10
H -0.0409 -6.3082 1.9921 0.09
H 1.6020 -5.6187 0.2721 0.09
H -1.7474 5.3111 -1.2166 0.13
H -0.7752 3.1824 -2.1117 0.06
H 3.7969 0.4277 2.3688 0.11
H -0.3947 4.5453 -3.1744 0.08
H 2.5965 -2.1557 1.6206 0.09
H 1.1529 6.2721 -1.1223 0.07
H 1.3338 2.3192 -0.0455 0.10
H -0.9666 5.1686 1.0508 0.12
H -0.2172 7.1384 -0.4297 0.07
H -0.1115 6.8918 -2.1831 0.07
H 1.1683 0.5482 3.9111 0.12
H -1.8286 -4.7383 2.6820 0.10

***

Record 6
59
Properties=species:S:1:pos:R:3:lowdin_charge:R:1 method="wB97M-V/def2-TZVPD" spin_multiplicity=2 gap_ev="7.1 / 7.5" charge=+1
Ta 0.2959 0.5646 0.0865 1.85
Si 2.5080 1.6047 -1.9356 0.42
O -0.3992 -1.4225 -0.8439 -0.13
O -0.0422 -3.3484 4.8924 0.19
O 2.2965 -3.0051 3.0819 0.17
O -2.0802 -1.3198 4.0936 0.13
O -0.9430 0.0115 1.5660 -0.20
O 1.5060 -0.7232 1.1552 -0.15
O -0.4734 2.3952 0.5751 -0.27
N -1.4791 2.6053 1.4551 -0.16
N 1.2740 0.3527 -1.6309 -0.23
C -3.7627 2.9762 1.8322 0.00
C -1.0116 -1.5245 3.5762 -0.27
C -2.6295 -3.4760 1.2122 -0.04
C 0.0306 -3.4684 0.3799 -0.01
C -2.1894 -2.4942 0.3329 0.00
C 2.1958 2.4885 -3.5414 -0.15
C 0.7434 -3.1394 -3.9074 -0.05
C 0.0647 -2.5416 4.0231 -0.22
C 4.2112 0.8785 -1.7703 -0.15
C 1.9223 -1.0627 -3.5907 -0.02
C 1.7036 -2.2250 -4.3140 -0.06
C 0.8679 -1.2796 2.1720 -0.28
C -0.4155 -0.8891 2.4055 -0.27
C -0.4254 -4.4468 1.2491 -0.04
C 1.1871 -0.8033 -2.4382 -0.27
C -2.2387 2.7539 3.6679 0.01
C 0.2670 -1.7606 -2.0399 -0.20
C -3.5297 2.9448 3.2005 0.00
C 1.2880 -2.3588 3.0839 -0.27
C -2.7107 2.7988 0.9649 0.02
C -0.8658 -2.5058 -0.0476 -0.28
C 2.2591 2.8127 -0.5087 -0.19
C 0.0074 -2.9086 -2.7526 0.01
C -1.2137 2.5845 2.7663 0.01
C -1.7492 -4.4427 1.6753 -0.05
H -4.7532 3.1289 1.4299 0.13
H 4.9504 1.6819 -1.7288 0.04
H 0.5673 -4.0387 -4.4805 0.11
H 1.0667 -3.4311 0.0691 0.15
H 0.2635 -5.1957 1.6159 0.13
H -2.8498 -1.7176 -0.0268 0.13
H 2.3112 2.3845 0.5015 0.03
H 2.2864 -2.4138 -5.2049 0.11
H -2.0178 2.7195 4.7243 0.13
H -0.7345 -3.6180 -2.4141 0.13
H -0.1814 2.4192 3.0343 0.16
H 2.6655 -0.3556 -3.9332 0.09
H -2.0929 -5.1953 2.3718 0.12
H -4.3480 3.0662 3.8964 0.13
H 2.4359 1.8779 -4.4114 0.03
H 1.3911 3.4649 -0.5865 0.03
H 1.1506 2.7925 -3.6236 0.04
H 3.1430 3.4559 -0.5683 0.06
H -3.6582 -3.4739 1.5454 0.12
H -2.7891 2.7957 -0.1115 0.15
H 4.4853 0.2218 -2.5962 0.03
H 2.8119 3.3894 -3.5925 0.04
H 4.2881 0.3023 -0.8456 0.05

***

Record 7
58
Properties=species:S:1:pos:R:3:lowdin_charge:R:1 method="wB97M-V/def2-TZVPD" smiles="Cc1ccc(-c2nn3c(-c4ccco4)nnc3c3ccccc23)cc1S(=O)(=O)NC[C@H]1CCCO1" gap_ev=7.7
S -3.0753 -1.1461 -1.7564 0.67
O -2.3460 -1.0448 -2.9846 -0.28
O -4.2874 -1.9180 -1.7434 -0.29
O -3.7455 2.9509 0.1186 -0.10
O 1.6275 3.0576 -0.2561 0.04
N 5.0123 1.7643 -0.6459 0.08
N 5.3928 0.4916 -0.6116 0.07
N -3.3552 0.4086 -1.2467 -0.11
N 3.2061 0.5661 -0.3556 0.04
N 1.9549 0.1541 -0.1597 0.21
C 5.1971 -2.5639 -0.4446 0.00
C 4.3242 -0.2475 -0.4382 -0.22
C 0.0523 -2.2744 1.3538 -0.02
C -1.9321 -1.6816 -0.4722 -0.21
C 4.9392 -3.9127 -0.3699 -0.06
C 0.3739 -1.5499 0.2073 -0.16
C 3.4205 4.3406 -0.6277 0.00
C 2.2886 5.1713 -0.5049 -0.05
C -0.6368 -1.2495 -0.6935 0.00
C -1.6222 2.0711 0.6886 -0.16
C -1.2452 -2.6880 1.5710 -0.02
C -2.2686 -2.4082 0.6627 -0.25
C -3.9867 1.7027 0.7492 -0.31
C -2.6905 1.3145 1.4744 -0.11
C 1.2326 4.3384 -0.2805 -0.11
C 4.1414 -1.6554 -0.3404 -0.08
C 3.6317 -4.3720 -0.2052 -0.06
C -4.4196 0.6719 -0.3104 -0.16
C 1.7618 -1.1199 -0.0437 -0.16
C -2.3852 3.3241 0.2613 -0.20
C 2.5830 -3.4877 -0.0970 -0.01
C -3.6539 -2.8839 0.9628 -0.04
C 2.8169 -2.1075 -0.1454 -0.08
C 2.9615 3.0550 -0.4678 -0.21
C 3.7057 1.8354 -0.4928 -0.20
H 2.2614 6.2391 -0.5734 0.10
H -2.5290 0.2398 1.4685 0.10
H -1.4830 -3.2471 2.4643 0.12
H -4.6691 -0.2751 0.1681 0.11
H -1.3151 1.4922 -0.1806 0.09
H -2.0477 3.7327 -0.6946 0.12
H 3.4409 -5.4340 -0.1673 0.11
H -3.2431 1.0990 -1.9698 0.13
H 0.8208 -2.5025 2.0781 0.13
H 5.7481 -4.6230 -0.4498 0.11
H -2.7233 1.6655 2.5067 0.12
H -4.1097 -2.2441 1.7199 0.09
H -3.6229 -3.8951 1.3639 0.09
H -4.2720 -2.8684 0.0714 0.05
H -5.3151 1.0501 -0.8164 0.13
H -0.7428 2.3035 1.2840 0.11
H 0.1899 4.5307 -0.1256 0.11
H -0.4270 -0.7031 -1.5985 0.12
H 6.1930 -2.1770 -0.5883 0.12
H 4.4360 4.6231 -0.8075 0.11
H -2.3129 4.1087 1.0294 0.12
H 1.5733 -3.8526 0.0138 0.11
H -4.8242 1.8304 1.4488 0.15

***

Record 8
57
Properties=species:S:1:pos:R:3:lowdin_charge:R:1 method="wB97M-V/def2-TZVPD" spin_multiplicity=5 gap_ev="8.2 / 5.7" charge=+1
Pt -1.8112 1.0782 -0.2449 0.20
Sb -3.4588 3.5909 -1.5141 0.18
S -1.2665 3.1635 -2.2877 0.02
S -3.7884 0.8265 -1.3804 0.08
S -3.2800 5.9844 -1.8194 0.05
S -2.4943 3.1578 0.6309 -0.05
P -0.7740 -0.8651 -0.8078 0.77
P 0.2416 0.9966 0.7661 0.77
N 0.6688 -0.4461 -0.0088 -0.46
C 0.0818 -1.5220 -5.2411 -0.06
C -0.8315 0.4060 3.2282 -0.09
C 1.4196 2.2660 0.3196 -0.37
C 1.8641 -1.2614 0.1795 -0.10
C 3.1474 3.1307 -1.1105 -0.06
C 1.3156 3.5063 0.9503 -0.09
C -0.7801 0.1812 4.5948 -0.06
C 1.5645 0.7419 4.6014 -0.06
C 0.3407 -0.2360 -3.2306 -0.10
C -0.9226 -2.2948 -3.1986 -0.07
C -1.3905 -2.3881 -0.0789 -0.35
C -2.5663 -2.3625 0.6668 -0.10
C 2.3332 2.0805 -0.7133 -0.09
C -2.2951 -4.6919 1.1817 -0.06
C -0.6680 -3.5791 -0.1906 -0.10
C -0.6773 -2.4578 -4.5536 -0.06
C 2.1260 4.5521 0.5434 -0.05
C 3.0391 4.3651 -0.4866 -0.06
C -3.0194 -3.5150 1.2922 -0.06
C 0.4165 0.3469 5.2775 -0.06
C 1.5180 0.9728 3.2370 -0.08
C -0.4009 -1.1882 -2.5297 -0.34
C -1.1186 -4.7246 0.4415 -0.06
C 0.5890 -0.4102 -4.5811 -0.06
C 0.3185 0.7996 2.5453 -0.34
H -1.5221 -3.0237 -2.6710 0.11
H 2.4930 0.8761 5.1394 0.11
H -3.9373 -3.4931 1.8639 0.11
H 0.4545 0.1747 6.3450 0.11
H 1.1671 0.3259 -5.1235 0.11
H 1.6746 -2.0890 0.8646 0.08
H 3.8643 2.9849 -1.9073 0.11
H 2.0432 5.5157 1.0277 0.12
H -1.0834 -3.3156 -5.0723 0.11
H 0.2400 -3.6175 -0.7813 0.11
H 2.4078 1.3017 2.7130 0.11
H 0.7036 0.6500 -2.7238 0.07
H -1.6728 -0.1150 5.1287 0.11
H -1.7632 0.2880 2.6869 0.08
H 3.6689 5.1855 -0.8037 0.11
H 0.5995 3.6563 1.7498 0.11
H 2.6625 -0.6444 0.5906 0.08
H 0.2715 -1.6542 -6.2980 0.11
H -0.5579 -5.6455 0.3540 0.11
H -3.1256 -1.4385 0.7532 0.07
H 2.4186 1.1184 -1.2032 0.09
H -2.6485 -5.5905 1.6697 0.11
H 2.2006 -1.6545 -0.7811 0.09